(1)
The following is a DFT calculation (ωB97M-V/def2-TZVPD) of a gas-phase ion, C5H6N3O2S (charge -1) at a distorted geometry.

Its energy above the lowest of the compared OMol25 structures with the same formula, charge and spin is 341.2 kJ/mol. The molar mass comes out at 172.2 g/mol. The SMILES is C[C@]1(S)O[C@]1([O-])n1cncn1. For the total energy, the calculation gives -907.0361 hartree. The value obtained for the LUMO energy is 3.5 eV. Its HOMO energy is -4.487 eV.

The geometry in ORCA input format:
```
! RIJCOSX wB97M-V def2-TZVPD def2/J DEFGRID3
* xyz -1 1
C 1.5421 0.3956 -0.9573
C 2.8588 1.2405 0.4624
C -0.6217 1.3931 -0.0896
C -0.9789 -1.1379 0.7310
C -1.5014 0.1700 0.0179
N 2.8408 0.4280 -0.6301
N 0.7681 1.1297 -0.0888
N 1.7466 1.8437 0.7726
O -1.0462 0.3569 -1.2917
O -0.9959 2.5921 0.1312
S -3.1229 0.6139 0.0393
H 1.1291 -0.2387 -1.7003
H 3.8136 1.4684 0.9625
H -0.1736 -1.0466 1.4053
H -1.8792 -1.5245 1.1647
H -0.6688 -1.7703 -0.1866
H -2.5347 1.9860 0.1651
*
```


(2)
The following is a DFT calculation (ωB97M-V/def2-TZVPD) of C5H6N4 in the gas phase at a distorted geometry.

Its energy above the lowest of the compared OMol25 structures with the same formula, charge and spin is 304.7 kJ/mol. The molar mass comes out at 122.1 g/mol. The SMILES is CC1=C/N=N\C=C/N=N\1. For the total energy, the calculation gives -413.0076 hartree. The value obtained for the LUMO energy is 0.5 eV. Its HOMO energy is -9.729 eV.

The geometry in ORCA input format:
```
! RIJCOSX wB97M-V def2-TZVPD def2/J DEFGRID3
* xyz 0 1
C 2.3886 0.0292 -0.5706
C 1.1689 -0.2957 0.0683
C -1.6764 -0.9410 0.1386
C -1.5837 0.2597 -0.7673
C 0.6174 0.8675 0.9309
H 2.2659 1.1031 -0.9532
H 2.6859 -0.6577 -1.4140
H 3.2779 -0.1216 0.2138
H -2.5503 -1.1898 0.6210
H -2.0598 0.2626 -1.7372
H 1.1324 1.0782 1.8930
N 0.5864 -1.4061 -0.1697
N -0.6524 -1.5621 0.5435
N -1.0223 1.3628 -0.5813
N -0.3747 1.6064 0.5757
*
```


(3)
The following is a DFT calculation (ωB97M-V/def2-TZVPD) of a molecular structure, C5H6N4 at a distorted geometry.

Its energy above the lowest of the compared OMol25 structures with the same formula, charge and spin is 332.3 kJ/mol. The molar mass comes out at 122.1 g/mol. For the total energy, the calculation gives -412.9971 hartree. The value obtained for the LUMO energy (alpha / beta) is -0.2 / -0.2 eV. Its HOMO energy (alpha / beta) is -8.064 / -8.065 eV.

The geometry in ORCA input format:
```
! RIJCOSX wB97M-V def2-TZVPD def2/J DEFGRID3
* xyz 0 1
C 0.6130 -1.7763 0.8537
C 1.4864 -0.8750 0.3689
C -0.7890 -1.6131 0.8112
C -1.4251 -0.5348 0.2596
C 1.0880 0.3289 -0.2224
N 1.7462 1.3044 -0.5017
N -0.6417 2.4878 -1.3350
N -1.3236 1.6847 -0.6014
N -0.7614 0.5042 -0.3170
H 0.9851 -2.8200 1.1845
H 2.6179 -1.1298 0.3099
H -1.3545 -2.4060 1.2482
H -2.5440 -0.7106 0.3453
H 1.5057 2.2113 -0.7900
H -1.2030 3.3443 -1.6139
*
```


(4)
The following is a DFT calculation (ωB97M-V/def2-TZVPD) of C5H6N4 in the gas phase at a distorted geometry.

Its energy above the lowest of the compared OMol25 structures with the same formula, charge and spin is 558.8 kJ/mol. The molar mass comes out at 122.1 g/mol. The SMILES is [H]/N=C1\NN=C[C@@]1(N)C#C. For the total energy, the calculation gives -412.9108 hartree. The value obtained for the LUMO energy is 0.6 eV. Its HOMO energy is -8.764 eV.

The geometry in ORCA input format:
```
! RIJCOSX wB97M-V def2-TZVPD def2/J DEFGRID3
* xyz 0 1
C -0.1889 0.3120 0.5958
C 1.3106 0.7897 0.4164
C -0.1382 -0.9650 -0.2731
C -0.9607 1.2182 -0.3549
C -1.3822 2.0098 -1.1692
H -1.7952 -0.0535 1.7756
H -0.3571 0.9080 2.5741
H 1.7594 1.6018 1.0634
H 1.6691 -1.7731 -1.5672
H -0.8071 -2.4823 -1.0398
H -1.8191 2.8980 -1.6171
N -0.5373 -0.0123 1.8625
N 1.9210 -0.2367 -0.0562
N 1.1106 -1.1074 -0.6689
N -1.1362 -1.6846 -0.6345
*
```


(5)
The following is a DFT calculation (ωB97M-V/def2-TZVPD) of a gas-phase ion, C5H6NO (charge +1) at a distorted geometry.

Its energy above the lowest of the compared OMol25 structures with the same formula, charge and spin is 723.8 kJ/mol. The molar mass comes out at 96.1 g/mol. For the total energy, the calculation gives -323.5943 hartree. The value obtained for the LUMO energy (alpha / beta) is -6.5 / -6.5 eV. Its HOMO energy (alpha / beta) is -14.350 / -14.351 eV.

The geometry in ORCA input format:
```
! RIJCOSX wB97M-V def2-TZVPD def2/J DEFGRID3
* xyz 1 1
C -0.5585 0.6251 0.0624
C -1.8714 1.0007 -0.0784
C 1.3948 -1.1251 -0.0279
C 2.0824 0.1649 0.1175
C 0.5524 0.0490 -0.0224
N -2.6989 -0.2022 0.0946
O -2.2589 -1.3171 0.1903
H -2.4076 1.5894 0.7045
H -1.9257 1.3612 -1.1254
H 1.3907 -1.6672 -1.0249
H 1.3109 -1.8871 0.8132
H 2.4247 0.6009 1.0519
H 2.5651 0.8076 -0.7556
*
```


(6)
The following is a DFT calculation (ωB97M-V/def2-TZVPD) of a gas-phase ion, C5H6NO (charge +1) at a distorted geometry.

Its energy above the lowest of the compared OMol25 structures with the same formula, charge and spin is 442.3 kJ/mol. The molar mass comes out at 96.1 g/mol. The SMILES is C#[N+]/C=C\C=C\O. For the total energy, the calculation gives -323.7015 hartree. The value obtained for the LUMO energy is -5.4 eV. Its HOMO energy is -13.949 eV.

The geometry in ORCA input format:
```
! RIJCOSX wB97M-V def2-TZVPD def2/J DEFGRID3
* xyz 1 1
C -1.0643 1.1996 -0.2172
C 0.4120 0.9669 0.1401
C -1.8897 0.0938 -0.0107
C -0.2235 -1.6525 0.0775
C 1.1951 -0.1011 -0.2584
N -1.2539 -1.0696 0.1105
O 2.4442 -0.3842 0.0294
H -1.3850 2.2101 -0.3471
H 0.6852 1.7908 0.7148
H -2.9755 0.1879 0.2963
H 0.2965 -2.6842 -0.0966
H 1.0846 -0.5958 -1.2818
H 2.6744 0.0383 0.8433
*
```


(7)
The following is a DFT calculation (ωB97M-V/def2-TZVPD) of a gas-phase ion, C5H6NO2 (charge +1) at a distorted geometry.

Its energy above the lowest of the compared OMol25 structures with the same formula, charge and spin is 427.4 kJ/mol. The molar mass comes out at 112.1 g/mol. For the total energy, the calculation gives -398.8887 hartree. The value obtained for the LUMO energy (alpha / beta) is -7.3 / -7.3 eV. Its HOMO energy (alpha / beta) is -14.759 / -14.759 eV.

The geometry in ORCA input format:
```
! RIJCOSX wB97M-V def2-TZVPD def2/J DEFGRID3
* xyz 1 1
C 0.5560 -0.1661 -0.0600
C -2.1248 0.2380 -0.0579
C 1.9073 1.7078 0.1021
C 1.8038 0.4108 -0.1658
C -0.2869 -1.2988 0.0636
N -1.6495 -1.1458 0.0920
O -3.2640 0.5593 -0.0841
O -1.1013 1.0197 -0.0913
H 2.7128 2.2491 0.3596
H 0.9979 2.2638 0.1064
H 2.6275 -0.2749 -0.2205
H 0.1384 -1.4653 -1.0830
H -0.1452 -2.1620 0.5859
H -2.1720 -1.9356 0.4531
*
```


(8)
The following is a DFT calculation (ωB97M-V/def2-TZVPD) of a gas-phase ion, C5H6NO2S (charge +1) at a distorted geometry.

Its energy above the lowest of the compared OMol25 structures with the same formula, charge and spin is 58.0 kJ/mol. The molar mass comes out at 144.2 g/mol. The SMILES is C[N+]1(S)C(=O)C=CC1=O. For the total energy, the calculation gives -797.2034 hartree. The value obtained for the LUMO energy is -6.0 eV. Its HOMO energy is -15.212 eV.

The geometry in ORCA input format:
```
! RIJCOSX wB97M-V def2-TZVPD def2/J DEFGRID3
* xyz 1 1
C -1.0954 -1.5295 -0.5879
C 0.2051 -1.6746 -0.7268
C -1.4159 -0.1292 -0.1485
C 1.0052 -0.5078 -0.3267
C 0.2989 1.0737 1.3803
N -0.0415 0.4924 0.0098
O -2.4350 0.3914 0.1353
O 2.1743 -0.3321 -0.2548
S 0.0465 1.7828 -1.2637
H -1.7966 -2.2599 -1.0101
H 0.5245 -2.6294 -0.9695
H 1.1504 1.6095 1.3484
H -0.4997 1.7042 1.5391
H 0.4289 0.2225 1.9519
H 1.4502 1.7860 -1.0770
*
```


(9)
The following is a DFT calculation (ωB97M-V/def2-TZVPD) of a gas-phase ion, C5H6NO2S (charge +1) at a distorted geometry.

Its energy above the lowest of the compared OMol25 structures with the same formula, charge and spin is 87.9 kJ/mol. The molar mass comes out at 144.2 g/mol. The SMILES is C[N+]1(S)C(=O)C=CC1=O. For the total energy, the calculation gives -797.1921 hartree. The value obtained for the LUMO energy is -6.3 eV. Its HOMO energy is -14.919 eV.

The geometry in ORCA input format:
```
! RIJCOSX wB97M-V def2-TZVPD def2/J DEFGRID3
* xyz 1 1
C -0.7906 -0.9730 -1.5409
C -0.9867 -1.6475 -0.3623
C -0.3134 0.4110 -1.2291
C -0.4135 -1.0346 0.7382
C 0.3630 1.3090 1.2687
N 0.3556 0.1737 0.1940
O -0.2625 1.4201 -1.7472
O -0.5432 -1.1718 1.9149
S 1.9320 -0.3618 -0.4106
H -1.3085 -1.0359 -2.4191
H -1.6032 -2.5468 -0.3652
H 0.7027 1.0054 2.2828
H 1.0905 2.0911 0.9874
H -0.6977 1.5844 1.4189
H 2.4755 0.7767 -0.7306
*
```


(10)
The following is a DFT calculation (ωB97M-V/def2-TZVPD) of a molecular structure, C5H6NO4PS at a distorted geometry.

Its energy above the lowest of the compared OMol25 structures with the same formula, charge and spin is 197.7 kJ/mol. The molar mass comes out at 207.1 g/mol. For the total energy, the calculation gives -1289.3434 hartree. The value obtained for the LUMO energy is 4.9 eV. Its HOMO energy is 0.144 eV.

The geometry in ORCA input format:
```
! RIJCOSX wB97M-V def2-TZVPD def2/J DEFGRID3
* xyz -2 1
C -0.4444 -1.7398 0.3679
C 1.5071 -2.6590 1.4526
C 0.7128 -1.0024 0.2494
C -0.4257 2.3321 0.7320
C 0.6737 0.7797 -0.6943
N 1.7643 -1.5763 0.8974
O -2.1359 0.3386 -0.8481
O -0.4869 -0.8283 -2.5068
O -0.9302 1.7025 -2.6884
O 0.8177 1.7534 0.3181
P -0.9169 0.4755 -1.8075
S -0.0858 -3.2682 1.1326
H -1.4717 -1.6135 0.3113
H 2.3295 -3.2649 2.0115
H -0.4748 3.5101 0.7751
H -0.7274 2.0075 1.7107
H -1.2680 2.2260 -0.0280
H 1.5627 0.8269 -1.3855
*
```


(11)
The following is a DFT calculation (ωB97M-V/def2-TZVPD) of 2 unconnected molecules or ions with the total composition C5H6NO5 at a distorted geometry.

Its energy above the lowest of the compared OMol25 structures with the same formula, charge and spin is 0.0 kJ/mol. The molar mass comes out at 160.1 g/mol. For the total energy, the calculation gives -625.1637 hartree. The value obtained for the LUMO energy is 3.6 eV. Its HOMO energy is -3.627 eV.

The geometry in ORCA input format:
```
! RIJCOSX wB97M-V def2-TZVPD def2/J DEFGRID3
* xyz -1 1
C -1.0518 0.3670 -1.6642
C -0.2031 0.5309 1.3669
C 1.8840 -0.4132 0.4164
C -0.3306 1.4285 -1.7195
C 0.5745 -0.5487 0.9662
N 0.0003 -1.8769 1.1085
O 0.1148 1.7409 1.2510
O 2.5757 -1.3634 0.0515
O -1.7681 -0.5603 -1.6413
O -1.4303 0.2276 1.9110
O 2.3646 0.8576 0.3286
H 1.6425 1.4497 0.6770
H -0.0936 1.9408 -0.7968
H 0.1858 1.7311 -2.6069
H 0.7849 -2.5254 1.1270
H -0.5299 -2.1072 0.2646
H -1.4489 -0.7428 1.9413
*
```


(12)
The following is a DFT calculation (ωB97M-V/def2-TZVPD) of a gas-phase ion, C5H6NS (charge +1) at a distorted geometry.

Its energy above the lowest of the compared OMol25 structures with the same formula, charge and spin is 39.6 kJ/mol. The molar mass comes out at 112.2 g/mol. For the total energy, the calculation gives -646.7522 hartree. The value obtained for the LUMO energy is -6.2 eV. Its HOMO energy is -15.772 eV.

The geometry in ORCA input format:
```
! RIJCOSX wB97M-V def2-TZVPD def2/J DEFGRID3
* xyz 1 1
C 0.7459 -1.1861 -0.3237
C 1.3477 1.4440 0.3011
C -0.2800 -0.2644 -0.1193
C 0.0273 1.0034 0.2636
C -1.7013 -0.7301 -0.0201
N 2.4367 0.7295 0.0936
S 2.3438 -0.8220 -0.1907
H 0.4876 -2.1985 -0.7327
H 1.4899 2.5939 0.3202
H -0.7960 1.8221 0.4746
H -2.1700 -0.0674 0.6882
H -1.7824 -1.8542 0.1662
H -2.1493 -0.4702 -0.9209
*
```